A 2-piece molecular cluster, FH2O2P overall in a non-equilibrium geometry. Source: the OMol25 dataset; level of theory: the ωB97M-V functional and the def2-TZVPD basis.

The geometry in XYZ format:
```
6
Properties=species:S:1:pos:R:3:forces:R:3:mulliken_charge:R:1
O -0.5554 -0.0230 1.0839 -1.9 -3.1 1.7 -0.46
O 0.0130 1.3332 -0.8661 -0.2 -2.5 1.1 -0.42
F 0.7072 -1.6297 -0.2107 -0.9 0.2 0.2 -0.47
P 0.1008 1.2034 0.7723 1.3 3.7 -2.2 0.54
H -0.0264 -1.2326 0.3033 1.2 -0.7 -0.5 0.44
H -0.2393 0.3486 -1.0828 0.5 2.4 -0.3 0.38
```
Positions in Å, forces in eV/Å.

Output
Highest occupied orbital energy, eV: -11.71
Gap between HOMO and LUMO, eV: 10.9
Multiplicity: 1
SMILES string: O=PO.F


C35H51AsKN7O3S2 as an isolated structure in a non-equilibrium geometry. Source: the OMol25 dataset; level of theory: the ωB97M-V functional and the def2-TZVPD basis.

The geometry in XYZ format:
```
100
Properties=species:S:1:pos:R:3:forces:R:3:mulliken_charge:R:1
K -0.2282 -0.7772 -0.5219 0.1 0.2 -0.6 0.89
C 0.3566 -3.7511 1.5545 -0.2 0.6 -0.3 -1.21
C -0.9601 -2.9341 1.7728 -0.6 0.3 0.3 0.71
C -2.0329 -3.4576 0.8849 -0.3 -0.3 -1.2 -0.09
C -3.1816 -4.0745 1.4321 2.3 1.1 1.1 -1.02
C -4.0321 -4.7064 0.6388 -2.6 -1.3 -2.5 -0.40
C -3.8404 -4.6030 -0.7875 -0.6 -1.3 1.0 -0.67
C -2.7929 -3.8519 -1.2585 0.3 0.4 1.0 -0.20
N -1.8441 -3.3597 -0.4264 -0.7 0.5 -0.1 0.23
N 1.4935 -2.8777 1.4208 -0.1 1.4 0.0 1.18
C 1.7563 -2.1529 2.6757 1.2 -0.9 0.3 -1.15
C 2.2971 -0.7679 2.4967 0.4 0.9 -0.2 0.57
C 3.4289 -0.2695 3.1982 -1.3 -0.1 -0.4 -0.83
C 3.8353 1.0153 2.9369 -1.3 0.8 -0.8 -0.65
C 3.1204 1.7880 1.9978 -0.1 -0.9 -0.1 -0.80
C 1.9925 1.2351 1.3804 1.9 -0.1 0.5 -0.14
N 1.6181 -0.0145 1.6343 -0.5 0.2 -0.5 0.44
C 2.6621 -3.6009 0.8433 -0.2 0.3 1.3 -1.00
C 3.8394 -2.7751 0.4598 1.1 0.1 2.9 0.13
C 4.9147 -2.3495 1.3528 -2.4 -1.4 -0.4 -0.76
C 5.7620 -1.3636 0.9591 -1.0 -1.4 0.4 -0.38
C 5.6874 -0.9044 -0.3464 -0.7 -0.1 -2.5 -1.04
C 4.7494 -1.5267 -1.2198 1.6 1.7 0.6 -0.18
N 3.8134 -2.3311 -0.8043 -0.6 -0.3 -2.2 -0.41
H 0.2536 -4.2532 0.5671 0.1 -0.1 0.9 0.58
H 0.5510 -4.4612 2.3963 -0.5 -0.1 -0.5 0.06
H -0.8953 -1.8129 1.6164 0.3 -1.3 0.4 -0.18
H -1.4421 -3.0870 2.7448 0.9 0.3 0.4 0.40
H -3.2126 -4.1092 2.5003 -0.4 0.0 0.5 0.46
H -4.9452 -5.2109 1.0764 1.2 0.4 -0.7 0.30
H -4.3879 -5.2651 -1.4828 -0.1 0.9 0.4 0.34
H -2.7515 -3.5457 -2.2892 0.5 -0.2 -0.4 0.23
H 2.5570 -2.6639 3.3107 -1.0 -0.1 -0.5 0.09
H 0.8213 -2.1066 3.2543 0.3 0.0 -0.1 0.47
H 3.8941 -0.8462 3.9766 0.2 -0.3 0.0 0.40
H 4.6107 1.4900 3.4877 0.8 0.1 0.3 0.47
H 3.4461 2.7546 1.6540 0.1 0.3 0.3 0.41
H 1.5662 1.8185 0.5769 -0.8 -0.2 0.1 0.13
H 2.2875 -4.0833 -0.0599 0.0 -0.3 0.1 0.42
H 2.8625 -4.3134 1.6632 0.7 -0.5 -0.4 0.41
H 4.9164 -2.7951 2.3600 0.2 0.3 -0.4 0.36
H 6.4302 -0.9862 1.6414 1.7 0.9 1.4 0.53
H 6.4192 -0.2061 -0.7049 0.1 0.2 -0.4 0.37
H 4.7960 -1.2978 -2.2946 -0.3 0.0 0.4 0.36
C 0.9664 -3.7904 -5.3352 -0.6 -0.6 0.9 -1.37
C 0.5585 -2.7952 -4.2593 0.1 0.9 1.4 0.13
N 1.2619 -2.4653 -3.2076 -0.9 -0.6 -1.7 0.06
O 2.5182 -3.0205 -3.2205 0.6 -0.5 0.1 -0.53
C -0.7703 -2.1813 -4.3268 0.4 0.1 0.6 0.37
C -1.7347 -2.5832 -5.3928 0.6 0.7 -1.1 -1.53
N -1.0879 -1.2828 -3.3898 1.1 -1.4 -1.1 0.24
O -2.2477 -0.7905 -3.4772 -1.9 1.1 0.4 -0.80
H 0.6864 -3.4865 -6.3330 -0.5 0.2 -0.2 0.36
H 0.4759 -4.7858 -5.0954 0.6 1.0 -0.4 0.19
H 2.0266 -3.9124 -5.3649 0.7 -0.3 0.3 0.45
H 2.8153 -2.8377 -2.3046 0.6 0.1 0.2 0.63
H -2.6514 -2.1091 -5.0793 -0.6 0.1 -0.2 0.47
H -1.8673 -3.6640 -5.5049 0.1 0.0 0.0 0.24
H -1.4354 -2.1571 -6.4169 -0.5 -0.6 1.1 0.33
C -0.7655 2.9203 5.8688 0.8 0.1 -1.1 -1.23
C -0.9574 3.1710 4.3793 -0.6 4.3 -0.5 0.04
S -1.3057 1.9455 3.2280 0.3 -1.6 0.9 -0.16
C -1.2042 4.4374 3.7219 0.7 -3.0 1.8 0.28
C -1.2559 5.8825 4.1380 0.2 0.3 0.1 -1.21
S -1.7921 3.9909 2.1792 -0.5 1.3 -2.1 -0.40
H -0.4253 3.7761 6.4581 0.0 0.2 -0.3 0.36
H -0.0069 2.1352 5.9679 -0.3 -0.1 0.3 0.25
H -1.7195 2.6155 6.2611 -0.4 -0.5 0.4 0.24
H -1.8286 5.9566 5.0464 0.0 0.1 1.0 0.33
H -1.9138 6.4201 3.4421 0.5 -0.1 -0.2 0.29
H -0.2871 6.4570 4.2668 -0.9 -0.8 -0.2 0.21
C -4.7753 1.6400 2.0738 -0.6 -0.3 -0.1 -1.11
As -3.9288 0.9733 0.4043 2.3 -0.1 0.6 0.33
C -3.8929 2.1135 -1.2584 1.1 0.8 1.9 -0.83
C -4.9827 -0.5435 -0.1036 0.1 -0.4 0.7 -1.05
O -2.3413 0.5199 0.7691 -1.7 0.1 -0.7 -0.15
H -4.6939 2.7266 2.1378 0.7 -0.2 0.4 0.32
H -4.3397 1.0541 2.9258 0.2 0.9 -0.9 0.26
H -5.8579 1.4537 2.1330 0.1 -0.3 -0.5 0.44
H -4.8062 2.7500 -1.3095 0.9 -0.4 -0.2 0.39
H -3.7780 1.3956 -2.0652 -0.1 0.0 -0.2 0.33
H -2.8897 2.6923 -1.1226 -2.0 -0.8 -0.3 0.08
H -5.7554 -0.7723 0.6061 -0.1 -0.2 0.8 0.39
H -4.3718 -1.4134 -0.3107 0.3 0.0 0.1 0.10
H -5.5174 -0.3110 -0.9687 -0.7 0.5 -1.8 0.47
C 2.5945 4.6546 -2.4313 -0.5 0.2 -0.1 -1.42
C 1.0124 4.6725 -2.4923 0.3 -0.8 -1.6 2.01
C 0.4985 4.7967 -3.9710 -0.9 -0.7 0.4 -1.55
C 0.3080 5.6219 -1.5785 -0.2 1.0 1.0 -1.45
C 0.5135 3.3648 -2.0048 1.6 -2.0 -0.2 -0.30
N 0.4915 2.2496 -1.6886 -0.7 1.2 -0.1 -0.41
H 2.9995 5.6586 -2.6445 -0.3 -0.2 0.0 0.39
H 3.0938 3.9510 -3.1546 -0.8 0.5 0.8 0.32
H 2.8610 4.4172 -1.3974 0.2 -0.2 -0.2 0.26
H 0.8494 5.6874 -4.4881 0.2 0.1 0.2 0.40
H -0.6288 4.7895 -3.9929 1.1 0.2 0.1 0.31
H 0.7892 3.8999 -4.5345 0.1 0.3 0.1 0.37
H 0.4177 6.6825 -1.8413 0.2 -0.2 0.0 0.41
H 0.6439 5.4447 -0.5280 -0.5 0.3 -0.7 0.33
H -0.7573 5.3756 -1.6817 0.2 0.3 0.5 0.29
```
Positions in Å, forces in eV/Å.

Output
Highest occupied orbital energy (spin up / spin down), eV: 0.05 / 1.74
Gap between HOMO and LUMO (spin up / spin down), eV: 3.7 / 2.1
Multiplicity: 1
Net charge: -2


C3H9KN2O5 as an isolated structure in a non-equilibrium geometry. Source: the OMol25 dataset; level of theory: the ωB97M-V functional and the def2-TZVPD basis.

The geometry in XYZ format:
```
20
Properties=species:S:1:pos:R:3:forces:R:3:mulliken_charge:R:1
K -0.9956 0.6865 0.4340 -0.9 0.0 -0.7 0.90
C -3.9304 -0.3553 -1.2665 0.8 1.5 1.5 -0.57
O -3.5138 0.9489 -0.8373 0.3 -1.6 -0.6 -0.87
H -3.2763 -1.1070 -0.8246 0.4 -0.8 0.4 0.08
H -4.9221 -0.6297 -0.9069 -0.5 0.1 0.1 0.24
H -3.9140 -0.6428 -2.3178 0.0 0.6 -0.7 0.21
C 1.4807 -1.1796 -3.6285 0.0 -0.3 0.2 -0.70
N 1.0579 -1.5469 -2.2738 -1.8 0.4 1.1 0.81
O 1.1993 -2.6949 -1.9078 0.0 0.8 0.1 -0.50
O 0.5229 -0.6356 -1.6169 0.7 -1.1 -0.3 -0.50
H 0.6075 -0.9678 -4.2456 -0.1 -0.1 0.3 0.28
H 1.9741 -2.0983 -3.9460 0.5 0.7 -0.5 0.30
H 2.0179 -0.2515 -3.4335 0.5 -0.3 -0.7 0.29
C 1.4159 1.6855 4.4118 -0.1 2.2 -0.6 -0.76
N 2.0114 1.2665 3.1448 2.5 -3.9 1.3 0.81
O 1.3165 1.2858 2.1853 -1.4 0.8 -2.5 -0.47
O 3.0904 0.6453 3.1793 -1.2 1.7 0.2 -0.47
H 0.5047 2.1834 4.0802 -0.5 -0.7 0.5 0.32
H 2.0090 2.5633 4.6687 0.4 -0.5 1.0 0.31
H 1.3439 0.8441 5.1009 0.1 0.4 -0.1 0.28
```
Positions in Å, forces in eV/Å.

Output
Highest occupied orbital energy, eV: -5.83
Gap between HOMO and LUMO, eV: 4.9
Multiplicity: 1


A 2-piece molecular cluster, C14H20IN2O6 overall in a non-equilibrium geometry. Source: the OMol25 dataset; level of theory: the ωB97M-V functional and the def2-TZVPD basis.

The geometry in XYZ format:
```
43
Properties=species:S:1:pos:R:3:forces:R:3:mulliken_charge:R:1
C 4.0017 2.2250 -0.3645 -0.6 -0.4 -0.6 -1.07
C 4.0200 2.1497 -1.9113 0.2 -0.1 0.6 -0.44
C 4.3153 0.7466 -2.4414 0.0 0.7 -0.4 -0.79
C 3.0863 -0.1073 -2.6287 0.0 -0.8 0.1 -0.75
N 2.2481 -0.1182 -1.4245 0.2 -0.1 0.1 0.04
N 0.9121 -0.5708 -1.6987 0.0 0.1 0.1 0.13
C -0.0108 0.4902 -2.1980 -0.6 0.3 -0.1 -0.69
C -0.3360 1.5471 -1.1415 -0.9 0.1 0.7 -0.05
O -1.3874 1.5469 -0.5433 1.1 -0.1 -0.7 -0.39
C 0.3370 -1.3265 -0.5330 0.6 -0.4 0.7 -0.40
C 1.4962 -1.9607 0.2589 0.8 -1.3 -0.4 0.27
O 2.0354 -2.9706 -0.1059 -0.8 1.5 0.5 -0.45
I 2.0301 -0.9255 2.0534 -0.1 -0.2 -0.3 0.06
H 3.0560 2.6307 -0.0191 -0.1 0.4 0.3 0.27
H 4.0582 1.2238 0.0514 0.3 -0.1 0.3 0.29
H 4.8128 2.8185 0.0211 0.2 0.2 0.2 0.36
H 4.7831 2.8278 -2.2676 0.1 0.2 -0.2 0.41
H 3.0729 2.5073 -2.3109 -0.1 0.1 -0.2 0.24
H 5.0550 0.2558 -1.8230 0.0 -0.2 0.3 0.36
H 4.7726 0.8425 -3.4198 0.1 -0.1 -0.3 0.38
H 3.4058 -1.1334 -2.7987 0.0 -0.2 0.0 0.34
H 2.5225 0.1739 -3.5194 -0.1 0.5 -0.1 0.39
H 2.2254 0.7754 -0.9491 -0.2 0.1 0.0 -0.04
H 1.0160 -1.2505 -2.4521 0.1 -0.1 -0.1 0.48
H 0.4178 0.9667 -3.0710 0.4 0.0 -0.1 0.39
H -0.9394 0.0358 -2.5198 -0.2 -0.3 0.1 0.48
H 0.4025 2.3420 -0.9612 0.1 0.0 0.0 0.43
H -0.2703 -2.1462 -0.8891 -0.3 0.0 -0.3 0.33
H -0.2310 -0.6908 0.1238 -0.3 0.4 0.0 0.38
C -3.4277 -1.9398 3.2878 0.2 0.0 -0.2 -1.17
C -4.6182 -1.8068 3.8954 0.2 -0.2 0.1 0.40
C -5.6283 -0.7794 3.4528 0.0 0.4 -0.4 1.01
O -6.6858 -0.7384 4.0432 0.0 -0.1 0.2 -0.58
C -5.2761 0.1017 2.3489 -0.1 0.0 0.1 -0.88
C -4.0870 -0.0323 1.7508 -0.1 0.2 -0.1 0.30
C -3.0951 -1.0764 2.1819 0.0 -0.3 0.3 0.99
O -2.0392 -1.1435 1.5625 0.1 0.1 -0.3 -0.42
O -3.6829 0.7309 0.7379 -0.3 -0.2 0.3 -0.58
O -4.9913 -2.5568 4.9107 -0.1 0.1 0.0 -0.55
H -2.6983 -2.6756 3.5957 0.0 0.0 0.0 0.44
H -5.9988 0.8461 2.0468 0.0 0.0 0.0 0.46
H -2.7902 0.4266 0.5091 0.1 0.1 -0.1 0.27
H -5.8890 -2.2613 5.1597 -0.1 0.0 0.0 0.37
```
Positions in Å, forces in eV/Å.

Output
Highest occupied orbital energy, eV: -11.70
Gap between HOMO and LUMO, eV: 7.7
Multiplicity: 1
Net charge: +1


C10H12ClNPSm as an isolated structure in a non-equilibrium geometry. Source: the OMol25 dataset; level of theory: the ωB97M-V functional and the def2-TZVPD basis.

The geometry in XYZ format:
```
26
Properties=species:S:1:pos:R:3:forces:R:3:mulliken_charge:R:1
C -0.8553 0.3232 -2.8718 1.0 0.1 0.1 -0.71
C -0.3490 -0.7541 -3.5604 -0.5 0.2 -2.3 -0.12
C -0.1935 -2.0923 -3.0489 1.4 0.4 -0.5 -0.49
C -0.7438 -2.4252 -1.7803 -1.2 -2.2 -0.1 -0.05
C -1.3090 -1.4813 -0.9224 0.7 -1.0 0.8 -0.79
Sm 0.6040 -0.5409 -1.3588 0.3 3.2 1.1 0.62
P -0.1879 2.4681 -1.2256 0.2 0.7 0.0 -0.17
H -1.0592 1.3064 -3.3402 -0.1 -1.0 -0.4 0.24
H 0.0323 -0.5948 -4.5764 -0.4 -0.3 -0.1 0.29
H 0.4585 -2.7898 -3.6513 -1.0 0.6 0.9 0.27
H -1.8485 -1.7705 -0.0142 -0.1 -0.3 -0.3 0.35
H -0.5849 -3.4924 -1.5405 -0.8 0.2 0.0 0.26
H -1.2632 2.9564 -0.4239 0.4 -0.2 0.1 0.12
H -0.5973 3.2853 -2.3201 0.2 -0.5 0.1 0.08
H 0.7738 3.4436 -0.8247 -0.3 0.3 0.3 0.09
Cl 0.7752 -2.3926 4.2168 0.0 -0.5 0.2 -0.21
C 0.7195 -0.9218 3.3517 -0.1 0.5 -0.5 0.15
C 0.7559 0.2900 4.0386 -0.1 0.4 -1.7 -0.27
C 0.6403 1.4595 3.2684 0.0 -0.7 0.2 -0.74
C 0.5670 1.3673 1.8844 0.2 -0.4 -0.1 0.05
N 0.6155 0.1910 1.2279 -0.3 -0.5 0.8 -0.25
C 0.6174 -0.9513 1.9532 0.2 0.9 0.2 -0.22
H 0.8566 0.3178 5.0984 0.0 0.0 0.6 0.47
H 0.6007 2.4309 3.7354 0.0 0.1 0.1 0.37
H 0.4549 2.2706 1.2729 0.2 -0.5 0.3 0.21
H 0.5198 -1.9033 1.4119 0.2 0.5 0.3 0.43
```
Positions in Å, forces in eV/Å.

Output
Highest occupied orbital energy (spin up / spin down), eV: -6.22 / -6.12
Gap between HOMO and LUMO (spin up / spin down), eV: 5.9 / 5.8
Multiplicity: 6
⟨S²⟩: 8.841


C5H8O in the gas phase. Source: the OMol25 dataset; level of theory: the ωB97M-V functional and the def2-TZVPD basis.

The geometry in XYZ format:
```
14
Properties=species:S:1:pos:R:3:forces:R:3:mulliken_charge:R:1
C 1.7717 0.1165 0.5850 0.0 0.0 0.0 -1.40
C 0.5133 0.3012 -0.2180 0.2 0.0 -0.1 0.39
C -0.2804 -0.9017 -0.7443 0.0 -0.1 -0.1 -0.58
C -1.4840 -0.2955 -0.0253 -0.1 -0.1 0.0 0.14
O -0.6086 0.6911 0.6755 0.0 0.3 0.1 -0.27
C -1.8155 1.0820 -0.4457 -0.2 -0.2 0.2 -0.70
H 1.6484 -0.6404 1.3655 0.0 0.1 -0.1 0.33
H 2.0410 1.0676 1.0562 0.0 -0.2 0.0 0.34
H 2.5938 -0.1811 -0.0742 -0.1 0.0 0.1 0.37
H 0.6053 1.0948 -0.9600 0.0 -0.1 0.1 0.39
H 0.0497 -1.8499 -0.3079 0.0 0.2 -0.1 0.26
H -0.3745 -0.9897 -1.8282 0.0 0.0 0.2 0.27
H -2.0985 -0.9197 0.6279 0.1 0.1 -0.1 0.31
H -2.5617 1.4248 0.2935 0.1 -0.1 -0.1 0.15
```
Positions in Å, forces in eV/Å.

Output
Highest occupied orbital energy, eV: -8.07
Gap between HOMO and LUMO, eV: 9.1
Multiplicity: 1


| no. | electronic energy (eV) |
| --- | --- |
| 1 | -16134.6175 |
| 2 | -152522.1765 |
| 3 | -32792.0401 |
| 4 | -38198.9686 |
| 5 | -51762.6834 |
| 6 | -7357.3809 |